1.
{
  "formula": "C16H33N3O10S",
  "method": "ωB97M-V/def2-TZVPD",
  "species": ["O", "C", "O", "C", "C", "C", "O", "S", "O", "O", "O", "C", "C", "C", "O", "H", "H", "H", "H", "H", "H", "H", "H", "H", "H", "H", "H", "C", "O", "N", "C", "C", "H", "H", "H", "H", "H", "H", "H", "C", "O", "N", "C", "C", "H", "H", "H", "H", "H", "H", "H", "C", "O", "N", "C", "C", "H", "H", "H", "H", "H", "H", "H"],
  "coordinates": [[7.359, -2.141, 1.239], [6.983, -3.152, 1.746], [5.820, -3.774, 1.424], [4.653, -3.131, 1.990], [3.446, -3.673, 1.258], [2.161, -2.991, 1.678], [2.344, -1.528, 1.586], [1.337, -0.873, 0.554], [0.831, 0.326, 1.124], [1.899, -0.838, -0.752], [0.245, -2.014, 0.646], [0.979, -3.259, 0.760], [0.056, -4.423, 1.025], [-0.887, -4.230, 2.237], [-0.499, -3.149, 3.084], [7.587, -3.661, 2.512], [4.616, -3.386, 3.054], [4.756, -2.053, 1.875], [3.353, -4.730, 1.537], [3.610, -3.659, 0.180], [2.003, -3.148, 2.744], [1.385, -3.435, -0.244], [-0.550, -4.513, 0.120], [0.607, -5.359, 1.132], [-0.881, -5.129, 2.855], [-1.911, -4.104, 1.881], [-1.094, -2.413, 2.921], [-2.465, -3.643, -1.987], [-1.314, -3.818, -1.615], [-2.849, -2.618, -2.754], [-4.225, -2.424, -3.158], [-1.835, -1.663, -3.193], [-3.289, -4.319, -1.702], [-4.307, -2.440, -4.247], [-4.595, -1.464, -2.795], [-4.847, -3.218, -2.748], [-1.075, -2.180, -3.778], [-1.349, -1.212, -2.330], [-2.291, -0.885, -3.792], [-1.252, 2.325, -3.591], [-1.277, 1.161, -3.961], [-0.720, 2.739, -2.433], [-0.709, 4.136, -2.033], [-0.131, 1.750, -1.543], [-1.670, 3.146, -4.197], [0.325, 4.471, -1.909], [-1.248, 4.273, -1.092], [-1.184, 4.742, -2.804], [0.682, 1.222, -2.042], [-0.881, 1.014, -1.248], [0.252, 2.244, -0.655], [-2.255, 5.489, 1.556], [-2.389, 4.977, 0.459], [-1.585, 6.633, 1.782], [-1.454, 7.202, 3.107], [-0.974, 7.313, 0.651], [-2.681, 5.045, 2.470], [-1.896, 8.200, 3.139], [-0.402, 7.275, 3.389], [-1.966, 6.571, 3.830], [-1.734, 7.580, -0.084], [-0.247, 6.662, 0.166], [-0.476, 8.213, 1.002]],
  "charge": 0,
  "molar_mass_g_mol": 459.5,
  "energy_ev": -52906.528
}

2.
{
  "formula": "C16H33N4O7S2",
  "method": "ωB97M-V/def2-TZVPD",
  "species": ["N", "O", "O", "O", "C", "C", "N", "H", "H", "H", "C", "C", "N", "H", "H", "H", "C", "C", "N", "H", "H", "H", "C", "S", "O", "C", "H", "H", "H", "H", "H", "H", "C", "S", "O", "C", "H", "H", "H", "H", "H", "H", "C", "C", "O", "C", "H", "H", "H", "H", "H", "H", "C", "C", "O", "C", "H", "H", "H", "H", "H", "H"],
  "coordinates": [[-0.107, -0.333, 0.133], [0.983, -0.066, 0.453], [-0.356, -0.392, -1.082], [-1.006, -0.537, 0.905], [3.052, -0.695, 1.081], [3.487, 0.586, 0.428], [3.877, 1.540, -0.055], [2.855, -0.489, 2.133], [3.827, -1.453, 0.967], [2.166, -1.080, 0.575], [-1.785, 1.427, -2.591], [-0.652, 1.776, -3.446], [0.243, 2.107, -4.126], [-1.798, 2.131, -1.759], [-1.604, 0.410, -2.242], [-2.676, 1.472, -3.217], [0.907, 1.872, -0.929], [0.440, 2.479, 0.327], [0.104, 2.991, 1.335], [1.314, 2.664, -1.557], [0.215, 1.240, -1.487], [1.702, 1.176, -0.662], [-1.150, -3.182, 0.308], [-2.792, -3.224, -0.512], [-3.876, -3.139, 0.568], [-2.759, -1.500, -1.131], [-0.263, -3.196, -0.326], [-0.989, -4.105, 0.865], [-1.062, -2.253, 0.871], [-3.704, -1.266, -1.620], [-1.918, -1.353, -1.808], [-2.591, -0.814, -0.301], [2.351, -2.189, -3.503], [3.277, -0.957, -2.534], [3.888, 0.042, -3.509], [1.798, -0.064, -1.834], [1.903, -1.709, -4.373], [1.523, -2.545, -2.890], [2.898, -3.068, -3.844], [1.196, 0.484, -2.559], [2.229, 0.626, -1.108], [1.180, -0.748, -1.252], [-1.924, 1.573, 2.045], [-3.047, 1.814, 1.101], [-4.134, 2.206, 1.480], [-2.765, 1.669, -0.423], [-1.847, 0.488, 1.979], [-2.098, 1.802, 3.096], [-0.988, 2.028, 1.722], [-2.481, 0.630, -0.587], [-1.874, 2.211, -0.740], [-3.652, 1.915, -1.006], [-0.037, -0.951, 4.115], [1.211, -0.044, 4.226], [1.991, -0.076, 5.216], [1.541, 0.762, 2.998], [0.279, -1.966, 4.354], [-0.286, -0.935, 3.054], [-0.913, -0.694, 4.711], [0.918, 0.480, 2.150], [2.555, 0.637, 2.619], [1.226, 1.786, 3.200]],
  "charge": -1,
  "molar_mass_g_mol": 457.6,
  "energy_ev": -59074.069
}